# 1
The following is a quantum chemistry calculation of a structure of composition C46H52N7O2P2Rb, from the Open Molecules 2025 dataset.

Spin multiplicity: 1
Charge: -2
HOMO level in eV: -1.89
Orbital gap in eV: 5.49

Geometry (Å):
H: 1.10126 6.91374 -1.21885
C: -3.29620 -2.85413 0.53187
C: -0.32559 0.30933 5.47762
H: -0.85502 1.52639 -2.15283
C: -5.19260 2.25797 2.37177
H: 3.82840 -3.48822 -0.71251
C: 4.16194 -1.39987 -0.24214
H: -3.55160 -5.24626 -0.65225
C: 2.22644 3.22554 -3.56815
N: -3.99448 0.51753 -1.19640
C: -0.39642 4.29454 0.35258
C: -2.59170 -5.15440 -0.15414
H: 3.16370 1.39064 -2.99905
O: -0.22146 -3.48348 3.85318
C: 0.72397 3.46697 0.55587
H: -1.04949 3.82816 -3.01481
H: 3.06806 0.77868 1.83222
C: -4.36777 0.37761 -3.51261
H: 5.16010 -2.48538 2.31655
C: -2.22370 -0.52669 -2.61703
H: -0.99263 -1.32129 -4.20205
H: 1.74513 -1.75320 -4.33063
H: -4.23902 -3.16899 0.08011
C: 2.64177 -1.87477 -3.72080
H: 0.72330 -4.05105 -2.83702
H: 1.63157 -3.72816 1.48378
H: 4.03385 3.39274 -0.28271
N: 1.16556 1.35388 -2.51150
P: 2.14426 -2.28453 -1.99240
C: -4.76872 1.87285 1.10927
H: 1.23607 -4.84824 2.76495
H: 3.40354 2.92586 1.31528
H: -1.97490 2.86067 0.40492
H: 0.28931 -6.83197 0.35352
C: -0.09423 3.31958 -3.04836
C: 0.14448 1.33424 4.67219
H: 1.37413 -4.47135 -1.26283
Rb: -0.24809 -0.42565 -0.11267
N: 0.53792 2.24561 1.21783
H: -2.49570 -0.82174 -6.04723
C: -3.47049 0.10445 -2.47401
C: 1.25253 -4.73219 1.68012
C: -0.24795 5.52043 -0.28465
C: 2.08732 5.11091 -0.57994
C: 0.42539 1.05881 3.33528
C: 1.62958 -4.03249 -2.22894
H: -3.08258 0.38488 4.25454
N: -3.17582 0.56582 -0.26922
H: -4.92201 2.03973 4.49141
C: -1.73801 3.83339 0.83592
H: 3.26304 -0.21460 3.25891
H: 1.85325 5.72656 -4.00736
H: 3.06296 5.42114 -0.94516
C: 3.16529 3.00060 0.25192
C: 1.97049 3.88177 0.05875
H: -5.21012 2.28566 0.21204
H: -0.57243 0.49600 6.51782
H: -2.92531 -2.00359 -0.04532
H: 4.13467 -3.77188 1.62842
C: -0.12352 -4.87306 1.09969
C: -0.45146 -6.03903 0.41093
H: 3.93098 -0.42422 -0.68444
H: 1.93375 -5.46509 1.23672
H: -3.48475 -2.50145 1.54686
H: 2.40203 -4.63806 -2.71349
H: -1.74597 3.69643 1.91988
C: -0.39304 -2.55343 3.03226
C: 0.99137 5.94444 -0.74236
C: 3.59230 -0.09016 2.22587
C: -2.78697 -0.55759 -5.03279
H: 3.13851 3.66274 -3.95876
C: -3.56639 0.80023 3.37903
C: -2.30038 -3.97671 0.51822
C: 4.13015 -2.82501 2.17117
N: 0.96916 5.24404 -4.07525
H: 4.67209 0.08754 2.20867
H: -5.32340 0.84270 -3.28932
H: 0.25175 5.78783 -3.61636
H: -2.52140 4.54427 0.56407
H: 3.16620 -0.91759 -3.72876
C: -1.67741 -6.19784 -0.21055
C: 0.02220 2.03861 -2.53918
H: 0.30959 2.33918 5.03125
H: -0.80737 -1.81320 5.50022
P: 3.10851 -1.57699 1.27373
O: 1.45375 3.17555 3.12429
C: -4.01909 0.05489 -4.81260
C: 0.87731 2.25620 2.49564
C: 1.03391 3.94712 -3.56083
C: -0.47595 -0.95682 4.93142
N: -0.80409 -2.58701 1.78561
N: 0.25692 -0.14976 2.79715
H: 4.58237 -2.59567 -2.02341
H: 3.67044 -3.01304 3.14334
H: -1.12040 6.15537 -0.41215
H: -1.91130 -7.11117 -0.74604
C: -3.73411 0.95099 0.98719
H: -2.32592 -0.30169 2.00919
C: -4.59467 1.72453 3.50755
H: -5.98588 2.99040 2.47136
H: 3.28089 -2.64484 -4.16173
C: -1.93991 -0.83376 -3.96297
C: -1.06143 -3.82148 1.18133
C: -3.12977 0.41785 2.11987
H: -4.69147 0.26933 -5.63633
C: -0.16535 -1.13990 3.58684
H: 5.22518 -1.39504 0.02569
C: 2.23333 1.95271 -3.02959
H: 2.95312 1.99180 -0.11241
C: 3.83035 -2.52369 -1.23076

***

# 2
The following is a quantum chemistry calculation of a structure of composition C46H53N6O5P2Sc in a non-equilibrium geometry, from the Open Molecules 2025 dataset.

Spin multiplicity: 1
Charge: +2
HOMO level in eV: -13.30
Orbital gap in eV: 7.52

Geometry (Å):
C: -0.23406 -5.89636 -1.01561
H: 1.46846 1.18718 -3.12293
H: -2.48788 -1.52123 -6.33999
H: 3.56440 -1.49041 2.76471
C: 3.18659 -0.53472 3.21799
H: -0.87775 7.61785 -2.81025
N: -1.34674 5.70493 -2.41716
C: 3.64262 1.62408 4.13108
C: 1.10567 -3.69428 -1.89769
H: 1.53348 5.58704 -3.15396
N: -2.38168 1.40387 -0.80288
H: -4.26702 -0.36796 1.58510
H: -3.81356 -0.94208 3.16931
C: 0.01977 -4.85072 -0.16972
H: -0.24741 -4.96957 0.84219
H: -4.02307 -2.85852 1.77208
H: 2.33168 0.41349 -0.32329
H: -5.49831 2.64407 -1.48831
C: -3.15248 -2.23586 1.66416
H: -0.05494 -6.68985 -3.06154
C: 2.34248 -4.03386 6.70178
C: 2.66074 -1.75734 0.22785
H: -0.92177 -1.98774 5.87669
H: 2.01522 2.64673 4.98715
C: -0.22639 0.05212 -3.57419
H: 2.83426 -3.89767 4.66573
C: -2.32842 3.76753 -1.22637
H: 0.65548 1.88968 0.79963
H: -4.18760 0.47330 -1.23817
H: -3.11702 5.25356 -3.29993
C: -0.06568 -2.65430 6.06874
H: -2.70806 1.53861 3.28393
H: 5.13973 0.42623 3.26137
C: 1.86840 -0.49410 3.74629
H: 6.32441 -0.78911 -0.56168
C: 0.70604 -3.71013 -0.57399
C: -0.31521 6.80042 -2.52827
C: 4.31815 -0.13039 -0.29598
H: -0.65558 4.03810 -4.88417
O: 0.59794 0.50756 -7.56926
H: -3.04549 -1.86512 -3.96073
H: 5.84975 -3.11744 -0.08696
H: 0.83990 0.90597 -5.30125
H: -1.64595 -0.59334 2.80134
H: -0.58259 2.56812 -0.82320
C: -0.99450 2.00847 2.00909
C: 2.04686 -3.61040 5.38543
C: -1.30523 -0.78417 -3.18104
P: 0.94925 -2.25511 0.52699
C: -3.44222 -0.83919 2.14973
H: 1.58054 -3.97410 8.74848
O: -0.65421 5.05372 -0.30901
H: 1.22130 -4.63786 -3.86470
H: -2.11623 -3.14926 0.04375
H: 0.27179 -3.60462 2.30768
H: 3.41794 -3.80112 0.38330
C: 0.63869 0.64238 -2.61029
H: -2.43409 3.89714 -5.18717
N: -2.55830 -2.30863 0.31883
C: -1.72357 2.58607 -0.92244
C: 1.07317 -2.90205 2.22580
C: 4.11043 0.50653 3.45079
H: 2.03459 -3.36979 2.41828
H: -3.31552 -2.04848 -0.35490
O: 0.53894 0.43064 -1.39994
H: -0.38696 2.20632 2.92362
C: 3.69194 -2.75341 0.15665
H: 4.34807 2.49811 4.00926
C: 2.29794 1.75248 4.50026
H: 1.56286 -2.78902 -2.37529
C: -2.08769 5.28414 -3.69961
C: 0.21050 -3.01696 7.38624
N: -0.32322 -0.20251 -7.29157
H: 1.44918 7.24103 -3.51369
Sc: -1.02755 -0.40144 -0.14535
C: 3.02327 -0.44116 -0.09929
N: -2.17709 -0.10063 2.00627
C: -1.36202 4.94282 -1.28969
P: 0.54587 -1.79094 3.62818
C: -1.69818 4.02675 -4.41609
H: -1.09301 2.97794 1.40670
H: -0.36122 -2.64698 8.23343
C: 1.43584 0.72578 4.32886
C: 5.31266 -1.05226 -0.33390
C: -4.44678 2.64606 -1.37351
N: -0.05380 1.24223 1.14110
H: -2.42137 -2.64946 2.33063
H: 0.46019 0.51104 1.72759
H: -3.08694 1.66222 1.54571
C: -0.72008 -0.40415 -5.84392
C: 0.89600 -2.87181 5.09698
C: 5.00616 -2.42982 -0.08747
C: -2.32365 1.37874 2.29037
C: 0.88492 -4.76001 -2.80328
C: -3.67583 3.82460 -1.40239
O: -1.02059 -0.78400 -8.09990
C: 0.80572 6.40560 -3.47532
H: -4.18824 4.72292 -1.62953
H: -2.06539 6.15937 -4.36727
C: 1.31319 -3.81593 7.69044
H: -0.82168 -6.76364 -0.74088
C: 0.21571 -5.86651 -2.37854
O: -1.55635 -1.10626 -1.90162
H: -1.75913 3.20173 -3.73771
C: 0.06650 0.18959 -4.94460
H: 0.36100 0.71920 4.73622
H: 4.53231 0.90400 -0.54780
H: 0.05882 6.89771 -1.51127
C: -1.83865 -1.16100 -5.50367
C: -2.10907 -1.31787 -4.18414
H: 0.41829 6.22952 -4.51071
H: 3.30093 -4.51144 7.01736
C: -3.75348 1.47886 -1.12613

***

# 3
The following is a quantum chemistry calculation of a structure of composition C46H54BaGeN11O4P2S4, from the Open Molecules 2025 dataset.

Spin multiplicity: 2
Charge: -2
HOMO level (alpha / beta) in eV: -2.53 / -2.56
Orbital gap (alpha / beta) in eV: 6.11 / 6.12

Geometry (Å):
H: -4.14956 -1.28328 -1.68600
H: 5.94310 0.18163 -5.94444
H: 3.56833 -0.74089 -2.51212
C: 2.34815 -1.01622 4.74112
C: 3.20137 0.97575 4.29293
C: -1.42802 -1.90665 -3.48573
N: -1.80061 1.64955 5.28765
C: -1.46206 2.94825 5.84382
N: 1.65796 -2.61094 3.00917
H: -2.99924 -3.36180 -3.42501
C: 4.86476 -0.33525 -4.16032
H: -5.45543 -0.08386 -1.90429
H: 0.15158 0.89301 5.31510
H: 1.84813 -3.43119 6.24595
C: -2.34377 4.06151 3.95271
C: -3.03981 -4.01320 1.90067
H: -5.37409 2.46090 -0.68008
H: 1.42346 4.30892 -0.99551
H: 0.03721 4.94717 -4.48787
C: 3.63053 -0.35633 -3.52347
O: 2.49760 -0.58982 0.20766
H: -2.13582 4.79715 3.17115
H: 0.25071 4.48104 3.39915
H: -3.96255 2.94018 0.29095
C: -0.29120 1.60357 -3.95637
C: -1.77004 3.83248 -4.82590
H: -2.09775 0.50151 -4.35329
H: 5.73331 -0.70613 -3.62975
H: -1.53969 3.10982 1.60332
S: -1.94349 -2.85094 -0.27835
C: 1.44477 -5.04110 -1.89782
C: -3.56118 -5.01532 1.04436
C: -3.38655 -4.15211 3.26930
C: -0.43907 3.97398 -4.45085
C: 3.75822 2.08921 3.46898
H: -3.80296 2.10853 4.95622
C: 1.14216 3.47524 -0.33284
Ba: 0.16857 -0.34120 0.15198
H: 1.74400 0.99822 -5.98618
O: 4.65583 -1.10001 -0.00200
H: -3.82254 2.82280 -1.48284
H: 0.87392 3.64684 4.81143
H: -0.58723 2.84138 6.49023
H: -3.39423 2.44598 -5.07585
H: 4.98838 1.36695 0.43678
C: -4.37494 -0.22464 -1.83465
C: 3.71381 -0.28877 0.05391
C: 2.49205 0.12011 -4.16754
H: -0.93900 0.05894 4.23210
N: -1.18704 3.98357 4.84503
P: 0.00032 2.05125 3.16845
C: 3.84961 0.64144 -6.10505
H: -0.20373 2.45091 -1.41073
C: -2.06324 -3.07563 -3.88966
C: 0.91197 -4.39456 1.49451
C: 4.08008 1.19355 -0.14474
C: 2.09622 2.31317 -0.60557
H: -3.13020 0.83018 3.91442
N: -3.72049 -4.30240 4.36571
H: 3.41992 3.06079 3.83648
H: -0.22566 -3.75207 -2.01060
N: -4.00077 -5.86401 0.39310
H: 3.57358 -5.41686 -1.45489
P: -3.70741 0.68391 -0.42550
C: 0.28649 2.87413 -4.01651
H: -4.36422 0.66598 1.87540
C: -4.28820 2.39119 -0.59502
H: 1.09467 -3.63182 0.74181
H: 4.84957 2.08364 3.49127
H: -2.33852 4.69437 -5.15512
C: 2.75003 -4.73368 -1.57302
C: -0.19030 -1.53249 -4.00540
C: 1.70233 -3.40719 5.17913
H: -3.19560 4.41119 4.54510
H: 0.25229 -4.16956 -6.10470
H: 1.31364 2.99343 -3.68923
C: 0.04174 3.66763 4.10096
H: -0.86853 3.75952 -0.72755
C: -0.23097 -3.53042 -5.37440
C: -2.25929 -2.94639 1.41865
C: -1.65861 2.36787 2.39414
S: -1.66453 -1.75445 2.51233
H: -1.94442 -4.81059 -5.14882
C: 0.40137 -2.36867 -4.95438
C: 2.75380 -3.33906 -1.39684
N: 1.54748 -2.82678 -1.61883
C: -0.65361 1.04903 4.59343
H: 0.94125 -5.97431 -2.08835
C: 2.37173 -0.53495 6.01982
N: 3.10070 2.20042 0.20060
C: -2.92862 1.79974 4.37421
C: 1.89464 -2.35397 4.33471
H: -5.61464 -0.05428 0.83373
S: 1.18179 -4.76746 4.27494
H: -2.30583 3.28996 6.45242
H: 3.92461 1.03638 -7.11207
N: 2.81272 -0.14997 3.78502
N: -2.71212 2.79980 3.32505
S: 3.02530 1.05369 6.01450
H: 1.28517 3.80183 0.69896
O: -2.22840 0.66970 -0.34796
C: -2.35977 2.57595 -4.77730
H: 1.38121 -2.12146 -5.35053
C: 4.97791 0.16324 -5.45132
H: -1.97809 1.45210 1.89314
H: 2.01337 -1.01944 6.91207
N: -0.22073 2.99902 -0.55279
C: 1.28189 -3.83476 2.82283
H: -1.88473 -1.30525 -2.70541
H: -3.90476 0.12565 -2.75391
O: 1.79757 1.58644 -1.62447
H: 4.36756 1.27150 -1.20426
H: 1.50836 -5.27413 1.25062
H: -0.14571 -4.66440 1.46851
H: 3.41756 1.97938 2.43661
N: 0.77290 -3.88017 -1.91652
C: -1.46417 -3.88916 -4.84171
H: 3.54964 -2.67996 -1.06870
C: 2.61675 0.61767 -5.46451
H: -4.12882 -0.97353 1.24298
C: -1.62238 1.47631 -4.35472
C: -4.54034 0.01228 1.02004
Ge: 0.74966 0.06506 -3.30714

***

# 4
The following is a quantum chemistry calculation of a structure of composition C46H54BrN4O5PSn in a non-equilibrium geometry, from the Open Molecules 2025 dataset.

Spin multiplicity: 1
Charge: +2
HOMO level in eV: -12.58
Orbital gap in eV: 7.34

Geometry (Å):
H: -0.17862 3.81773 -0.08283
Br: -0.79900 -0.72636 -7.14911
H: -2.61224 -0.99006 3.21520
H: 6.37406 1.33002 -1.31757
H: -1.94447 -2.95602 -2.39207
H: 8.40611 2.85292 -4.81828
C: 0.45032 -0.49556 5.48018
C: 0.40687 -2.29947 3.97475
C: -2.76352 -0.34061 2.36319
C: 0.14329 -6.38842 -2.60996
H: 1.55766 3.85995 0.24866
C: 1.69952 1.59474 1.77541
H: -2.62073 -0.93474 1.45379
C: 5.31904 1.48625 -4.56252
H: -2.19530 3.62835 0.03562
H: -0.85412 -6.98058 1.04802
H: 8.42964 2.31595 -2.48658
C: 0.18115 -1.13275 -3.15618
N: 4.11296 1.09827 -5.08639
C: -0.80502 -0.84486 6.00009
C: -3.68918 3.16241 -1.48385
H: 3.68923 0.27524 -2.08089
C: -0.16066 -7.68990 -2.18928
H: 0.39203 -4.34364 -2.11707
C: 3.38909 0.51531 -4.09164
H: -3.39099 2.37182 5.01781
H: -5.27015 1.63909 3.59861
C: -1.42597 1.44919 -1.89326
H: 1.85512 0.50699 1.78816
H: -2.15973 -4.36799 3.61677
C: -2.86850 2.79850 -0.21926
Sn: 1.07673 -1.80643 -0.09919
C: 0.58459 3.55323 0.66676
C: -0.53857 -7.93215 -0.87776
C: -3.17594 1.53006 4.37385
C: -1.43234 -1.99737 5.54258
H: -3.54594 2.62699 0.63440
C: 6.41523 1.48396 -2.38708
H: -0.92594 2.71442 -3.54027
H: -2.39655 -2.30761 5.90550
C: 1.45490 -0.53455 -3.02838
N: -0.31544 -3.95903 2.77449
C: -0.28911 -4.51559 0.58471
H: 0.40609 -6.17204 -3.65017
H: -0.06234 -8.50406 -2.87555
C: 1.45093 2.21319 3.15137
C: 1.35398 -0.02694 -5.41816
C: -1.35138 2.80603 -2.52827
H: -0.87348 0.42064 3.01639
H: -4.87993 0.21414 4.45780
H: 2.26908 4.11192 2.76702
H: -3.17329 3.30213 -3.59782
C: 0.30655 4.20195 2.02326
C: 5.32660 1.18546 -3.20265
C: 0.12228 -5.32288 -1.74647
C: 7.50318 2.41357 -4.39679
H: 0.94730 1.65540 -0.22723
H: -1.38283 2.55171 3.66228
C: -1.77924 -1.96820 -1.94806
H: 1.84741 0.31462 -6.32044
C: -0.49640 -1.13249 -4.33508
C: 1.08397 -1.18313 4.44330
H: 2.62529 2.03462 1.42889
C: -0.23246 -5.58043 -0.42686
C: -0.58065 -6.88534 0.01206
H: -2.08634 -1.99343 -0.90191
C: -0.84202 -2.70264 4.47983
H: 0.34422 5.28845 1.92674
O: -0.40157 -0.42933 0.58661
C: 7.51331 2.07501 -3.01723
C: 6.41560 2.09663 -5.18820
H: 0.57719 1.77213 3.62202
H: -2.01062 0.81160 -2.52897
O: -0.40106 -1.59347 -1.97729
H: -1.48623 -1.51688 -4.41527
O: 1.97995 -0.46808 -1.83542
H: -2.73697 2.73151 2.64977
C: -2.72722 3.51374 -2.61663
C: -1.72117 0.81047 2.45804
H: 2.06307 -0.91028 4.05596
H: -0.86176 -8.91799 -0.58013
H: -2.36853 -1.22705 -2.47787
C: 1.29524 3.70285 3.07388
H: -0.44728 0.97571 -1.86541
H: 6.40895 2.21738 -6.24834
H: 2.31293 1.96211 3.77009
H: 0.95149 0.39882 5.86176
H: 1.06956 4.15495 4.03545
C: -1.25945 -3.76434 3.65476
H: -1.24103 -0.26733 6.77451
N: 4.10886 0.61643 -2.95231
P: -0.89907 0.98826 0.85865
H: -4.30746 0.91403 1.59428
H: -0.73475 4.00839 2.26994
C: 2.02388 0.00327 -4.19197
O: 0.75632 -3.09545 2.92591
H: -4.28349 2.27440 -1.73842
C: 0.62244 2.02289 0.75458
H: -2.50047 4.59939 -2.66453
C: -4.18061 0.21429 2.41995
C: -4.45519 0.92556 3.77916
H: -4.90709 -0.60374 2.26655
H: -4.37910 4.01702 -1.31821
C: -2.07273 1.50506 -0.48224
H: -2.77072 0.63593 -0.41408
H: -0.69945 3.42684 -1.95058
N: -0.20182 -4.94583 1.83650
H: 3.82259 1.12623 -6.05496
C: 0.08267 -0.57233 -5.45489
O: -0.45972 -3.30018 0.24454
C: -2.22693 2.01410 3.26225
H: -2.68864 0.78731 4.99517

***

What is the formula in the first record? C46H52N7O2P2Rb